Entry P
{
  "formula": "C4H12N4",
  "method": "ωB97M-V/def2-TZVPD",
  "smiles": "CCN(C)/N=C/NN",
  "e_homo_ev": -7.89,
  "e_lumo_ev": 0.94,
  "species": ["C", "C", "N", "C", "N", "C", "N", "N", "H", "H", "H", "H", "H", "H", "H", "H", "H", "H", "H", "H"],
  "xyz": [[2.572, -0.967, -0.115], [1.149, -0.675, 0.458], [0.437, 0.248, -0.328], [1.220, 1.605, -0.143], [-0.827, 0.298, 0.097], [-1.626, -0.310, -0.746], [-2.884, -0.345, -0.492], [-3.617, 0.012, 0.555], [3.124, -0.146, 0.405], [2.736, -1.065, -1.199], [2.770, -1.876, 0.292], [1.570, -0.334, 1.554], [0.636, -1.686, 0.503], [0.211, 2.460, -0.134], [2.156, 1.768, -1.064], [1.921, 1.781, 0.937], [-1.248, -0.557, -1.688], [-3.544, -0.555, -1.210], [-3.513, -0.505, 1.482], [-3.241, 0.849, 0.835]],
  "nbo_charge": [-0.6205, -0.1981, -0.3539, -0.4915, -0.4293, 0.2545, -0.4027, -0.6291, 0.1998, 0.2074, 0.2029, 0.1516, 0.1918, 0.2354, 0.2270, 0.1893, 0.1898, 0.3798, 0.3465, 0.3492]
}



Entry Q
{
  "formula": "C4H12N4",
  "method": "ωB97M-V/def2-TZVPD",
  "e_homo_ev": [-7.70, -7.52],
  "e_lumo_ev": [0.68, 0.78],
  "species": ["C", "C", "C", "N", "N", "N", "C", "N", "H", "H", "H", "H", "H", "H", "H", "H", "H", "H", "H", "H"],
  "xyz": [[0.368, 0.405, 0.813], [-1.413, 1.306, -0.502], [1.911, -0.157, -1.701], [-0.585, 0.189, -0.076], [1.236, 1.010, -1.198], [1.141, -0.595, 1.285], [-2.226, -1.595, 1.216], [-1.780, -0.488, 1.576], [1.893, 1.535, -0.614], [0.432, 1.342, 1.372], [1.519, -0.522, 2.214], [0.976, -1.522, 0.922], [-1.126, 2.249, -0.026], [-2.455, 1.102, -0.258], [-1.310, 1.405, -1.580], [2.367, -0.798, -0.925], [1.213, -0.767, -2.277], [2.738, 0.141, -2.365], [-1.986, -2.081, 0.255], [-2.916, -2.158, 1.866]],
  "nbo_charge": [0.3392, -0.4224, -0.4655, -0.3935, -0.5666, -0.8032, -0.1839, -0.2998, 0.3071, 0.1718, 0.4003, 0.4001, 0.1724, 0.2060, 0.2205, 0.1702, 0.1914, 0.2029, 0.1765, 0.1765]
}



Entry R
{
  "formula": "C4H12N4",
  "method": "ωB97M-V/def2-TZVPD",
  "smiles": "[H]/N=C(/N)NC(C)(C)N",
  "e_homo_ev": -8.63,
  "e_lumo_ev": 0.87,
  "species": ["H", "N", "C", "N", "N", "C", "C", "C", "N", "H", "H", "H", "H", "H", "H", "H", "H", "H", "H", "H"],
  "xyz": [[1.365, -2.300, -1.387], [1.297, -2.488, -0.388], [0.695, -1.533, 0.228], [0.527, -1.673, 1.586], [-0.511, -0.776, -0.480], [-0.283, 0.609, -0.231], [-1.314, 1.139, 0.767], [-0.236, 1.474, -1.497], [1.105, 0.618, 0.421], [0.832, -2.602, 1.860], [-0.422, -1.485, 1.879], [-0.601, -1.012, -1.460], [-1.336, 0.546, 1.685], [-2.312, 1.066, 0.323], [-1.130, 2.187, 1.029], [-0.949, 1.116, -2.245], [0.747, 1.458, -1.981], [-0.467, 2.524, -1.288], [1.865, 0.664, -0.255], [1.128, 0.469, 1.430]],
  "nbo_charge": [0.3338, -0.7624, 0.6272, -0.8778, -0.7054, 0.2634, -0.6149, -0.6221, -0.8904, 0.4002, 0.3814, 0.3728, 0.2027, 0.2178, 0.2121, 0.2097, 0.2101, 0.2223, 0.3997, 0.4198]
}



Entry S
{
  "formula": "C4H12N4",
  "method": "ωB97M-V/def2-TZVPD",
  "smiles": "[H]/N=C(/CN(C)C)NN",
  "e_homo_ev": -7.84,
  "e_lumo_ev": 1.03,
  "species": ["H", "N", "C", "C", "N", "C", "C", "N", "N", "H", "H", "H", "H", "H", "H", "H", "H", "H", "H", "H"],
  "xyz": [[-0.349, 0.878, 2.841], [-0.460, 0.233, 2.058], [0.123, 0.647, 1.016], [0.480, 0.019, -0.262], [-0.846, -0.640, -0.900], [-1.987, -1.022, -0.082], [-0.480, -1.741, -1.785], [1.084, 1.920, 1.115], [2.323, 2.051, 0.459], [0.819, 0.675, -1.063], [1.221, -0.763, -0.076], [-2.463, -0.162, 0.397], [-2.809, -1.397, -0.707], [-1.765, -1.855, 0.600], [0.336, -1.461, -2.460], [-1.308, -2.026, -2.446], [-0.150, -2.621, -1.213], [0.551, 2.787, 1.200], [3.032, 1.463, 0.900], [2.650, 3.017, 0.409]],
  "nbo_charge": [0.3613, -0.6372, 0.4530, -0.3080, -0.4397, -0.4166, -0.4134, -0.5750, -0.6883, 0.2411, 0.2094, 0.2103, 0.1933, 0.1716, 0.1937, 0.1991, 0.1587, 0.3667, 0.3519, 0.3681]
}



Relative energy table, unit kJ/mol: entry P 467.9; entry Q 413.6; entry R 0.0; entry S 202.1